{"formula": "C24H41IN2O3PtSSi", "method": "the ωB97M-V functional and the def2-TZVPD basis", "elements": ["C", "C", "H", "H", "H", "H", "H", "H", "C", "C", "C", "C", "H", "H", "H", "H", "N", "C", "C", "N", "C", "C", "C", "H", "H", "C", "H", "H", "Pt", "I", "C", "C", "C", "C", "O", "Si", "S", "O", "C", "C", "C", "C", "O", "C", "C", "C", "C", "H", "H", "H", "H", "H", "H", "H", "H", "H", "H", "H", "H", "H", "H", "H", "H", "H", "H", "H", "H", "H", "H", "H", "H", "H", "H", "H"], "coordinates": [[3.08556, 3.16724, -2.21591], [2.98956, 1.67231, -2.56937], [2.59975, 3.79420, -2.96292], [4.12737, 3.49637, -2.14066], [2.60802, 3.40229, -1.25964], [1.93410, 1.36000, -2.83445], [3.55850, 1.47922, -3.48809], [3.39303, 1.06728, -1.75788], [-2.61306, 1.54504, -3.09818], [-3.81698, 1.30840, -3.75958], [-3.94716, 0.16384, -4.55348], [-2.87793, -0.71634, -4.65491], [-2.45561, 2.40938, -2.45336], [-4.62369, 2.02633, -3.65950], [-4.86901, -0.03187, -5.09675], [-2.90558, -1.61018, -5.27396], [-1.56250, 0.72097, -3.25214], [-1.67989, -0.42183, -3.97974], [-0.49666, -1.24936, -4.01685], [0.60519, -0.69485, -3.43664], [1.76706, -1.38152, -3.35761], [0.74400, -3.26351, -4.48704], [1.85534, -2.67475, -3.86116], [2.58190, -0.88605, -2.83235], [2.79440, -3.20867, -3.75451], [-0.43585, -2.53595, -4.56976], [-1.32942, -2.91735, -5.05083], [0.80088, -4.27089, -4.89264], [0.31184, 0.98836, -2.22696], [0.07675, 3.16261, -1.00628], [-1.36955, -3.39677, 1.98706], [-1.70019, -2.01062, 2.52418], [-2.78843, -1.39283, 1.65680], [-2.15322, -2.11786, 3.97748], [-0.49325, -1.21371, 2.52783], [0.01448, -0.07427, 1.41353], [0.01646, -0.77297, -0.51191], [-1.03085, 1.18459, 1.57197], [-1.19421, 2.21084, 2.57255], [-2.09466, 3.27341, 1.96315], [-1.85544, 1.65430, 3.82339], [0.13528, 2.82877, 2.96563], [1.53060, 0.36168, 1.92421], [2.75370, -0.41119, 1.86210], [3.34047, -0.39386, 0.46101], [3.74414, 0.22812, 2.83022], [2.52667, -1.86190, 2.26691], [-2.28324, -4.00566, 1.97212], [-0.63748, -3.89485, 2.63431], [-0.96955, -3.33586, 0.96783], [-3.70219, -1.99586, 1.75612], [-3.02905, -0.37012, 1.96893], [-2.48532, -1.38484, 0.60105], [-1.37343, -2.59576, 4.58145], [-2.35914, -1.12967, 4.40707], [-3.06391, -2.72445, 4.04682], [-3.05045, 2.82977, 1.65974], [-2.28468, 4.06401, 2.69957], [-1.62254, 3.71376, 1.07423], [-1.22866, 0.88667, 4.29475], [-1.99045, 2.47519, 4.54438], [-2.84380, 1.23092, 3.59749], [0.73559, 2.12723, 3.55607], [0.69718, 3.13905, 2.07660], [-0.07658, 3.71381, 3.58577], [3.45901, 0.63150, 0.09705], [4.33194, -0.87416, 0.48080], [2.69833, -0.94929, -0.23751], [3.35191, 0.20778, 3.85290], [4.68876, -0.33556, 2.81426], [3.96428, 1.26336, 2.55125], [2.01561, -1.92467, 3.23375], [1.94577, -2.40682, 1.51415], [3.51012, -2.35192, 2.35606]], "mulliken_spin": [0.002, 0.068, 0.003, 0.002, -0.005, 0.023, 0.006, -0.011, 0.009, 0.009, -0.003, 0.015, -0.001, 0.001, -0.001, 0.001, 0.073, 0.003, 0.013, 0.059, 0.013, 0.006, 0.003, -0.005, 0.000, 0.003, 0.001, 0.000, 1.235, 0.150, 0.006, 0.012, 0.001, 0.002, 0.015, -0.001, 0.296, -0.010, 0.003, 0.003, 0.001, 0.000, -0.003, -0.004, 0.008, 0.001, -0.001, 0.000, 0.000, 0.002, 0.000, 0.000, 0.000, 0.000, 0.000, 0.000, -0.001, 0.000, -0.003, 0.000, 0.000, 0.000, 0.000, -0.001, 0.000, 0.003, 0.000, 0.001, 0.000, 0.000, 0.000, 0.001, -0.001, 0.000], "e_homo_ev": [-6.6370, -7.6217], "lumo_energy_ev": [-1.037, -1.323], "spin_multiplicity": 3, "e_above_lowest_ev": 0.000, "total_energy_ev": -64741.059, "orbital_gap_ha": [0.206, 0.231]}

{"formula": "C24H42BN6OPtS", "method": "the ωB97M-V functional and the def2-TZVPD basis", "elements": ["Pt", "C", "C", "C", "C", "C", "C", "N", "N", "B", "N", "C", "C", "C", "N", "C", "C", "C", "N", "C", "C", "C", "N", "C", "C", "C", "H", "H", "H", "H", "H", "H", "H", "H", "H", "H", "H", "H", "H", "H", "H", "H", "H", "H", "H", "H", "H", "H", "H", "H", "H", "H", "H", "H", "C", "C", "C", "S", "O", "C", "C", "C", "H", "H", "H", "H", "H", "H", "H", "H", "H", "H", "H", "H", "H", "H"], "coordinates": [[-0.18510, 0.45347, 0.26631], [3.15946, -2.32124, 0.80668], [3.13310, -0.88634, 0.27105], [4.51996, -0.45622, -0.22147], [2.65808, 0.03236, 1.35091], [3.37169, 0.51883, 2.43743], [2.53921, 1.39302, 3.10769], [1.36163, 1.46117, 2.48307], [1.42833, 0.62096, 1.40635], [0.19479, 2.48601, 2.61323], [-1.10873, 1.63594, 2.73017], [-2.12553, 1.54884, 3.58805], [-3.15718, 0.81769, 3.00671], [-2.73411, 0.48609, 1.72865], [-1.48356, 0.98846, 1.61495], [-3.43951, -0.11920, 0.54846], [-4.91989, 0.29947, 0.55152], [-2.83182, 0.36109, -0.77013], [0.09034, 3.18326, 1.21976], [0.18853, 4.44989, 0.80015], [0.12925, 4.48399, -0.58138], [-0.01305, 3.16769, -1.01313], [-0.03969, 2.41439, 0.10874], [-0.11845, 2.60655, -2.39751], [1.12645, 2.98407, -3.20822], [-1.39850, 3.09884, -3.07990], [3.55798, -2.99887, 0.05128], [2.16361, -2.65492, 1.10097], [3.80052, -2.39327, 1.68534], [2.43743, -0.82047, -0.56651], [5.27222, -0.61876, 0.55054], [4.54450, 0.59404, -0.51052], [4.80036, -1.05680, -1.08560], [4.38370, 0.26131, 2.70009], [2.71819, 1.99599, 3.98440], [0.34917, 3.24869, 3.50120], [-2.07206, 2.04130, 4.54665], [-4.12038, 0.60597, 3.43941], [-3.40350, -1.20841, 0.61880], [-5.01972, 1.38444, 0.52048], [-5.42488, -0.07274, 1.44095], [-5.42963, -0.12413, -0.31307], [-1.68221, 0.27946, -0.87752], [-3.05372, 1.40997, -0.96214], [-3.13564, -0.23982, -1.62747], [0.31850, 5.24907, 1.51328], [0.19164, 5.35766, -1.20811], [-0.15437, 1.50862, -2.32213], [1.16654, 4.06255, -3.36219], [1.08482, 2.51045, -4.18811], [2.04944, 2.67584, -2.71651], [-1.34559, 4.17464, -3.24908], [-2.29579, 2.90246, -2.49147], [-1.51083, 2.61659, -4.04987], [-0.60722, -3.79515, 2.98236], [-0.97308, -2.95627, 1.75923], [-0.42446, -3.59318, 0.49156], [-0.69311, -2.59325, -0.97338], [0.15559, -1.27037, -0.76514], [0.26320, -3.51816, -2.17764], [0.22299, -2.93470, -3.58676], [1.12716, -1.72976, -3.81225], [-0.96572, -3.32132, 3.89400], [0.47251, -3.92305, 3.06467], [-1.06012, -4.78456, 2.92388], [-0.55358, -1.94749, 1.88351], [-2.05741, -2.85280, 1.68286], [-0.94499, -4.52664, 0.25269], [0.64280, -3.80614, 0.55965], [-0.22909, -4.49655, -2.14239], [1.27476, -3.61385, -1.77448], [-0.81106, -2.71817, -3.86631], [0.53748, -3.74852, -4.24316], [0.93135, -0.92010, -3.10612], [0.97833, -1.34014, -4.81758], [2.17767, -2.00975, -3.72044]], "mulliken_charge": [2.444, -1.317, 2.273, -1.679, -0.187, -1.038, -0.541, 0.033, 0.127, 0.129, -0.140, -0.421, -1.286, 0.126, 0.285, 1.336, -1.644, -1.335, 0.015, -0.508, -0.890, -0.005, -0.220, 2.112, -1.660, -1.525, 0.438, 0.030, 0.444, -0.623, 0.378, 0.405, 0.449, 0.597, 0.543, 0.024, 0.548, 0.591, -0.065, 0.419, 0.467, 0.454, 0.488, 0.429, 0.496, 0.534, 0.621, -0.857, 0.413, 0.446, 0.385, 0.388, 0.327, 0.446, -1.574, 0.454, -1.008, 0.389, -1.629, -0.679, -0.598, -0.598, 0.433, 0.341, 0.406, -0.316, 0.205, 0.779, 0.447, 0.599, 0.336, 0.321, 0.382, -0.147, 0.412, 0.342], "e_homo_ev": -18.3082, "lumo_energy_ev": -12.333, "total_energy_ev": -51288.320, "charge": 3, "orbital_gap_ha": 0.220}

{"formula": "C24H42BeN2O9P2S2", "method": "the ωB97M-V functional and the def2-TZVPD basis", "elements": ["Be", "C", "C", "C", "O", "P", "O", "C", "P", "O", "O", "C", "C", "C", "O", "C", "C", "C", "O", "C", "C", "C", "H", "H", "H", "H", "H", "H", "H", "H", "H", "H", "H", "H", "H", "H", "H", "H", "H", "H", "H", "H", "H", "H", "H", "H", "H", "H", "H", "H", "H", "H", "O", "C", "C", "C", "C", "C", "C", "C", "O", "N", "N", "C", "S", "C", "C", "S", "H", "H", "H", "H", "H", "H", "H", "H", "H", "C", "O", "H", "H", "H"], "coordinates": [[0.65984, -0.23533, -0.71208], [-5.10174, -1.93378, 0.52449], [-3.59267, -1.85696, 0.73821], [-3.27803, -2.00732, 2.22236], [-3.15122, -0.58339, 0.29267], [-1.91977, -0.14922, -0.70785], [-0.84621, -1.15207, -0.44674], [-2.02461, 1.54332, -0.04694], [-0.34657, 1.75783, 0.62839], [0.72091, 0.73070, 0.63072], [0.28572, 3.13295, 0.14859], [-0.25954, 4.45701, 0.19509], [-0.81968, 4.85598, -1.16685], [-1.30585, 4.66007, 1.28152], [-0.79491, 1.94514, 2.16449], [0.02341, 1.63415, 3.29656], [0.12054, 0.12594, 3.49257], [1.39344, 2.29460, 3.21540], [-2.61743, -0.24501, -2.14512], [-2.53133, -1.48717, -2.85913], [-3.94503, -1.91998, -3.22720], [-1.65058, -1.31038, -4.08949], [-5.47659, -2.90120, 0.84950], [-5.35091, -1.79248, -0.52227], [-5.58518, -1.14689, 1.10028], [-3.07425, -2.64092, 0.17516], [-3.75802, -1.20409, 2.77650], [-2.20585, -1.95877, 2.38485], [-3.65252, -2.96236, 2.58087], [-2.78885, 1.62417, 0.71915], [-2.20345, 2.22685, -0.87055], [0.61421, 5.08651, 0.41252], [-1.73381, 4.31044, -1.38504], [-0.09232, 4.65205, -1.94597], [-1.04311, 5.91908, -1.17184], [-2.16931, 4.02655, 1.09720], [-1.62392, 5.69972, 1.28587], [-0.90102, 4.41697, 2.25783], [-0.54000, 2.06784, 4.13572], [0.65040, -0.32052, 2.65871], [-0.87953, -0.29883, 3.53710], [0.64597, -0.10023, 4.41639], [1.92859, 1.92866, 2.34439], [1.96771, 2.06833, 4.11013], [1.28998, 3.37436, 3.12987], [-2.07308, -2.23672, -2.20103], [-4.43914, -1.13261, -3.79096], [-4.51716, -2.11659, -2.32647], [-3.91389, -2.82739, -3.82384], [-2.03256, -0.50356, -4.71116], [-1.64037, -2.23415, -4.66374], [-0.63533, -1.07846, -3.77927], [5.46700, -1.89049, 0.21609], [5.57239, -0.83880, -0.60498], [6.85411, -0.35996, -0.89128], [7.03650, 0.72023, -1.72659], [5.94397, 1.33691, -2.32273], [4.67372, 0.87457, -2.05504], [4.46049, -0.20168, -1.19305], [3.08336, -0.61645, -0.90362], [2.09004, -0.07070, -1.49765], [2.90401, -1.56418, -0.01694], [1.58053, -1.81727, 0.15910], [1.28438, -2.77656, 0.93785], [-0.34596, -3.33680, 1.12217], [0.03391, -4.41268, 2.56563], [1.40551, -5.00536, 2.36099], [2.52489, -3.65222, 1.84778], [4.50688, -2.08054, 0.34131], [7.69424, -0.85629, -0.43074], [8.03720, 1.08554, -1.91168], [6.09325, 2.17684, -2.98554], [3.80215, 1.33192, -2.49812], [-0.73435, -5.17933, 2.61271], [-0.00477, -3.79696, 3.46471], [1.40372, -5.75432, 1.56855], [1.80710, -5.43451, 3.27634], [-0.19092, 1.60558, -2.77183], [-0.31097, 0.87383, -1.58804], [-1.17994, 1.89513, -3.15617], [0.32648, 1.02875, -3.54429], [0.39572, 2.51296, -2.58451]], "mulliken_charge": [-0.752, -1.543, 0.976, -1.180, -0.217, -0.287, 0.513, -0.352, 0.261, 0.083, -0.337, 0.462, -1.353, -1.146, -0.389, 0.426, -1.097, -1.196, -0.302, 1.070, -1.308, -1.341, 0.396, 0.315, 0.359, 0.245, 0.348, -0.161, 0.444, 0.745, 0.000, 0.396, 0.226, 0.309, 0.513, 0.247, 0.494, 0.195, 0.416, 0.076, 0.159, 0.548, 0.141, 0.507, 0.296, 0.091, 0.312, 0.127, 0.404, 0.313, 0.482, 0.080, -0.701, 0.389, -0.677, -0.314, -0.854, -0.588, 0.163, 0.684, -0.343, -0.848, 0.336, 0.231, 0.087, -0.657, -0.610, -0.133, 0.692, 0.419, 0.372, 0.411, 0.491, 0.450, 0.289, 0.309, 0.398, -1.394, 0.684, 0.225, 0.226, 0.246], "e_homo_ev": -7.4222, "lumo_energy_ev": 0.436, "e_above_lowest_ev": 0.000, "total_energy_ev": -87635.873, "orbital_gap_ha": 0.289}